Record 1
Entry from the OMol25 dataset: a molecular structure, C27H44O3OsP (ωB97M-V/def2-TZVPD).

```
76
Properties=species:S:1:pos:R:3:lowdin_charge:R:1
C 1.27 -2.14 -0.12 -0.29
C 1.83 -1.52 -1.29 -0.30
C 0.96 -1.77 -2.40 -0.32
C -0.15 -2.57 -1.93 -0.32
C 0.03 -2.77 -0.51 -0.32
Os -0.21 -0.66 -0.93 1.41
C -2.84 0.92 -1.91 -0.24
C -2.12 0.46 -0.68 -0.34
H -1.89 1.14 0.12 0.04
C -2.18 -0.90 -0.45 -0.24
H -2.71 -1.50 -1.20 0.08
H -2.28 -1.23 0.61 0.07
C -2.99 2.45 -1.98 -0.06
H -2.35 3.02 -1.29 0.09
H -2.75 2.88 -2.95 0.07
H -4.01 2.59 -1.74 0.07
C -2.60 0.15 -3.23 -0.06
H -1.69 -0.47 -3.33 0.05
H -3.47 -0.46 -3.37 0.08
H -2.49 0.81 -4.09 0.07
C 3.15 -0.84 -1.34 -0.02
H 3.34 -0.31 -0.40 0.09
H 3.97 -1.57 -1.48 0.11
H 3.18 -0.12 -2.16 0.05
C 1.21 -1.36 -3.82 -0.01
H 1.70 -0.38 -3.85 0.07
H 1.87 -2.09 -4.29 0.10
H 0.28 -1.30 -4.39 0.08
C -1.22 -3.19 -2.75 -0.01
H -1.21 -2.79 -3.77 0.08
H -1.04 -4.27 -2.79 0.11
H -2.21 -3.03 -2.32 0.07
C -0.80 -3.63 0.39 0.00
H -1.78 -3.83 -0.06 0.09
H -0.29 -4.59 0.57 0.11
H -0.94 -3.13 1.36 0.07
C 1.88 -2.25 1.25 0.00
H 1.20 -1.78 1.96 0.06
H 2.05 -3.29 1.52 0.10
H 2.84 -1.71 1.25 0.08
C 1.62 1.88 -2.04 -0.02
C 0.26 1.88 -2.50 -0.08
C 2.75 2.45 -2.49 -0.13
C 0.17 2.41 -3.87 -0.08
H -0.78 1.47 -1.95 0.09
C 2.61 2.88 -3.77 -0.05
H 3.56 2.37 -1.75 0.13
C 1.33 2.86 -4.48 -0.06
H -0.90 2.31 -4.28 0.12
H 3.43 3.26 -4.35 0.10
H 1.13 3.14 -5.46 0.08
C 0.42 3.88 2.76 -0.09
C 1.27 2.78 2.17 -0.27
O 0.63 1.48 2.01 -0.36
P -0.87 1.05 2.57 0.90
O -0.90 1.65 4.08 -0.35
C -0.17 1.17 5.27 -0.23
C 1.25 0.76 5.03 -0.08
O -0.56 -0.57 2.93 -0.38
C -1.59 -1.36 3.58 -0.30
C -0.89 -2.47 4.32 -0.07
H -0.52 4.01 2.21 0.08
H 0.98 4.81 2.68 0.09
H 0.22 3.71 3.82 0.07
H 1.61 3.06 1.16 0.11
H 2.17 2.62 2.79 0.10
H -0.22 2.02 5.96 0.12
H -0.76 0.35 5.71 0.11
H 1.31 -0.15 4.43 0.07
H 1.83 1.56 4.57 0.07
H 1.70 0.55 6.01 0.09
H -2.17 -0.74 4.28 0.11
H -2.27 -1.76 2.81 0.10
H -0.22 -2.07 5.09 0.08
H -0.32 -3.12 3.65 0.07
H -1.65 -3.09 4.83 0.09
```

Computed properties:
- LUMO (alpha / beta): -3.6 / -4.3 eV
- Net charge: +1
- Orbital gap (alpha / beta): 6.1 / 7.1 eV
- Multiplicity: 5

=====

Record 2
Entry from the OMol25 dataset: a molecular structure, C4H6O2 (ωB97M-V/def2-TZVPD).

```
12
Properties=species:S:1:pos:R:3:lowdin_charge:R:1
C -1.49 -0.39 -0.30 -0.03
C -0.25 -0.32 0.54 -0.29
O 0.85 -1.12 0.04 -0.08
C 1.64 0.04 -0.18 -0.10
C 0.51 0.95 0.10 -0.39
O 0.31 2.13 0.01 0.12
H -2.18 0.39 0.06 0.10
H -1.26 -0.18 -1.35 0.10
H -1.98 -1.36 -0.22 0.08
H -0.43 -0.57 1.59 0.16
H 2.23 -0.03 -1.11 0.15
H 2.03 0.46 0.83 0.18
```

Computed properties:
- LUMO: 0.9 eV
- Net charge: 0
- Orbital gap: 10.4 eV
- ΔE to the lowest compared entry with this formula, charge and spin: 226.4 kJ/mol

=====

Record 3
Entry from the OMol25 dataset: 3 unconnected molecules or ions with the total composition C6H19B2N4O5 (ωB97M-V/def2-TZVPD).

```
36
Properties=species:S:1:pos:R:3:lowdin_charge:R:1
C 1.20 1.12 0.18 -0.13
C 1.22 2.53 -0.41 -0.14
B 1.72 2.67 -1.90 -0.40
O 1.93 3.98 -2.38 0.08
C 1.86 1.49 -2.92 -0.27
C 0.41 1.23 -3.50 -0.22
O 0.24 -0.15 -3.47 -0.13
B 1.61 -0.76 -3.27 -0.61
O 2.25 0.25 -2.38 -0.12
H 2.22 0.79 0.39 0.08
H 0.63 1.05 1.11 0.06
H 0.78 0.45 -0.56 0.07
H 1.78 3.24 0.22 0.10
H 0.19 2.93 -0.41 0.11
H 1.22 4.31 -2.93 0.09
H 2.50 1.76 -3.77 0.13
H -0.39 1.70 -2.90 0.11
H 0.33 1.65 -4.52 0.11
H 1.51 -1.85 -2.71 0.04
H 2.22 -0.84 -4.36 0.06
C 0.75 -1.58 2.74 -0.69
O 0.86 -0.46 3.21 0.02
N 1.14 -1.93 1.48 0.18
N 0.14 -2.60 3.45 0.13
H 1.04 -2.87 1.14 0.10
H 1.50 -1.23 0.86 0.08
H -0.20 -2.40 4.37 0.10
H 0.02 -3.52 3.07 0.09
C -3.81 -1.52 3.02 -0.69
O -3.77 -1.85 4.20 0.01
N -2.70 -1.44 2.23 0.17
N -4.99 -1.19 2.40 0.14
H -2.73 -1.19 1.27 0.10
H -1.81 -1.65 2.66 0.06
H -5.82 -1.23 2.96 0.09
H -5.04 -0.89 1.45 0.09
```

Computed properties:
- LUMO: 2.6 eV
- Net charge: -1
- Orbital gap: 6.8 eV

=====

Record 4
Entry from the OMol25 dataset: a molecular structure, C8H17BaOP2 (ωB97M-V/def2-TZVPD).

```
29
Properties=species:S:1:pos:R:3:lowdin_charge:R:1
C 2.75 -1.90 -2.10 -0.30
C 2.59 -0.61 -2.65 -0.28
C 1.19 -0.44 -3.02 -0.35
C 0.51 -1.65 -2.72 -0.41
C 1.47 -2.59 -2.16 -0.32
Ba 0.84 -0.63 -0.41 0.89
P 2.85 -0.37 1.54 0.55
H 3.68 -2.33 -1.65 0.09
H 3.37 0.17 -2.77 0.09
H 0.75 0.49 -3.43 0.08
H 1.25 -3.61 -1.75 0.09
H -0.60 -1.81 -2.73 0.08
H 2.37 0.81 2.06 -0.16
H 4.10 -0.31 1.06 -0.18
H 2.59 -1.44 2.36 -0.17
C -2.22 0.80 2.99 -0.25
P -1.81 1.05 1.24 0.59
C -2.82 -0.02 0.15 -0.26
C -1.67 2.82 0.81 -0.25
O -0.39 0.49 1.10 -0.83
H -3.22 1.15 3.24 0.03
H -1.49 1.34 3.63 0.04
H -2.15 -0.26 3.26 0.04
H -3.89 0.26 0.18 0.03
H -2.48 0.03 -0.90 0.03
H -2.73 -1.07 0.48 0.03
H -0.95 3.31 1.50 0.04
H -1.28 2.96 -0.21 0.03
H -2.63 3.35 0.90 0.03
```

Computed properties:
- LUMO: 2.3 eV
- Net charge: -1
- Orbital gap: 2.4 eV
- ΔE to the lowest compared entry with this formula, charge and spin: 77.4 kJ/mol

=====

Record 5
Entry from the OMol25 dataset: a single C9H15ISi molecule (ωB97M-V/def2-TZVPD).

```
26
Properties=species:S:1:pos:R:3:lowdin_charge:R:1
C -0.48 1.53 2.11 -0.01
C 0.18 1.53 0.97 -0.45
C 0.49 2.85 0.37 -0.15
Si 0.61 -0.12 0.04 0.45
I 3.21 -0.09 -0.16 0.42
C 0.03 -0.03 -1.81 -0.43
C -1.05 0.50 -2.33 -0.03
C 0.94 -0.93 -2.73 -0.17
C -0.07 -1.54 1.17 -0.45
C 0.78 -2.14 1.95 -0.03
C -1.50 -1.85 1.02 -0.13
H -0.89 0.68 2.66 0.06
H -0.81 2.38 2.64 0.04
H 1.58 3.08 0.38 0.07
H -0.07 3.70 0.81 0.08
H 0.20 2.82 -0.77 0.10
H -1.76 1.11 -1.78 0.06
H -1.29 0.46 -3.38 0.06
H 1.85 -0.35 -3.16 0.08
H 0.32 -1.11 -3.67 0.08
H 1.27 -1.77 -2.13 0.03
H 1.88 -1.87 2.01 0.04
H 0.49 -2.92 2.64 0.07
H -1.80 -2.78 0.49 0.10
H -2.19 -1.18 0.67 0.03
H -1.96 -1.98 1.99 0.08
```

Computed properties:
- LUMO: 0.5 eV
- Net charge: 0
- Orbital gap: 9.8 eV
- Structure (SMILES): C=C(C)[Si](I)(C(=C)C)C(=C)C
- ΔE to the lowest compared entry with this formula, charge and spin: 0.0 kJ/mol

=====

Record 6
Entry from the OMol25 dataset: a molecular structure, C41H37BaN5O7PS (ωB97M-V/def2-TZVPD).

```
93
Properties=species:S:1:pos:R:3:lowdin_charge:R:1
Ba -0.19 0.19 0.74 2.02
O -1.11 2.64 0.41 -0.23
C 0.00 3.53 0.20 -0.22
C 0.89 3.43 1.44 -0.17
N 1.60 2.15 1.47 -0.25
C 1.95 1.76 2.85 -0.13
C 0.76 1.20 3.66 -0.68
O 0.76 1.40 4.88 -0.02
O -0.11 0.52 2.98 -0.41
C 2.75 2.12 0.54 -0.09
C 2.62 1.13 -0.64 -0.66
O 3.59 1.00 -1.38 0.00
O 1.47 0.56 -0.75 -0.47
H -1.61 2.53 -0.44 0.04
H -0.36 4.56 0.08 0.12
H 0.56 3.25 -0.69 0.11
H 0.24 3.50 2.31 0.13
H 1.59 4.28 1.46 0.12
H 2.40 2.58 3.42 0.12
H 2.67 0.94 2.81 0.08
H 3.68 1.86 1.06 0.12
H 2.91 3.10 0.08 0.12
C 2.08 -1.26 5.76 -0.02
N 1.23 -2.18 5.02 -0.10
C 0.16 -2.89 5.57 -0.05
C -0.43 -3.56 4.59 -0.05
N 0.26 -3.25 3.42 0.01
C 1.31 -2.39 3.68 -0.73
S 2.52 -1.86 2.63 0.63
C -0.10 -3.80 2.14 -0.28
C -0.59 -5.09 2.08 -0.01
C -0.93 -5.60 0.84 -0.06
C -0.77 -4.81 -0.28 -0.06
C -0.28 -3.54 -0.10 -0.13
N 0.04 -3.03 1.09 0.09
H 2.09 -1.58 6.81 0.09
H 1.71 -0.25 5.67 0.06
H 3.09 -1.32 5.35 0.07
H -0.08 -2.82 6.62 0.12
H -1.31 -4.19 4.60 0.12
H -0.66 -5.70 2.98 0.11
H -1.32 -6.61 0.76 0.10
H -1.02 -5.18 -1.27 0.11
H -0.13 -2.87 -0.96 0.10
C 2.40 -2.12 -7.35 -0.11
C 2.38 -2.80 -6.15 -0.10
C 1.85 -2.19 -5.01 -0.10
C 1.34 -0.89 -5.06 -0.35
C 1.37 -0.22 -6.28 -0.09
C 1.89 -0.82 -7.42 -0.09
P 0.61 -0.21 -3.46 1.16
C -1.14 -0.41 -4.10 -0.34
C -1.80 0.41 -5.03 -0.09
C -3.05 0.08 -5.51 -0.08
C -3.68 -1.10 -5.11 -0.11
C -3.05 -1.92 -4.19 -0.09
C -1.79 -1.57 -3.69 -0.11
C 0.96 1.59 -3.66 -0.37
C -0.02 2.56 -3.46 -0.11
C 0.29 3.92 -3.55 -0.09
C 1.59 4.31 -3.82 -0.10
C 2.58 3.35 -3.98 -0.08
C 2.27 2.00 -3.90 -0.11
H 2.81 -2.59 -8.24 0.09
H 2.77 -3.81 -6.09 0.10
H 1.84 -2.73 -4.06 0.09
H 0.99 0.80 -6.34 0.10
H 1.91 -0.28 -8.35 0.10
H -1.32 1.32 -5.37 0.10
H -3.54 0.73 -6.23 0.10
H -4.66 -1.36 -5.49 0.10
H -3.53 -2.84 -3.85 0.10
H -1.31 -2.21 -2.95 0.08
H -1.04 2.27 -3.20 0.08
H -0.50 4.65 -3.41 0.10
H 1.83 5.37 -3.89 0.09
H 3.61 3.65 -4.15 0.10
H 3.06 1.26 -3.99 0.11
O -2.77 -2.07 0.23 0.04
C -3.10 -1.13 -0.47 -0.45
N -2.39 0.04 -0.62 -0.05
C -3.06 0.87 -1.46 -0.43
O -2.74 2.02 -1.77 0.01
C -4.33 0.18 -1.94 -0.10
C -5.34 0.60 -2.79 -0.02
C -6.41 -0.28 -2.98 -0.09
C -6.46 -1.51 -2.33 -0.08
C -5.43 -1.91 -1.48 -0.02
C -4.37 -1.04 -1.31 -0.11
H -5.29 1.56 -3.28 0.12
H -7.23 0.01 -3.64 0.10
H -7.31 -2.17 -2.49 0.10
H -5.45 -2.86 -0.96 0.12
```

Computed properties:
- LUMO: 2.3 eV
- Net charge: -1
- Orbital gap: 7.6 eV
- ΔE to the lowest compared entry with this formula, charge and spin: 10.2 kJ/mol

=====

Record 7
Entry from the OMol25 dataset: a molecular structure, C22H18IKN5O2S3 (ωB97M-V/def2-TZVPD).

```
52
Properties=species:S:1:pos:R:3:lowdin_charge:R:1
K 0.52 0.26 0.02 0.68
O -2.26 -1.34 3.47 0.00
C -3.32 -1.91 2.92 -0.27
C -4.56 -2.07 3.66 -0.01
C -5.63 -2.71 3.03 -0.12
C -5.51 -3.20 1.73 -0.13
C -4.35 -2.99 1.00 -0.06
C -3.25 -2.38 1.57 -0.11
C -2.07 -1.96 0.83 -0.38
O -1.13 -1.28 1.40 -0.11
N -2.04 -2.42 -0.46 -0.02
N -0.95 -2.08 -1.05 -0.16
C -0.86 -2.18 -2.44 -0.86
S -1.99 -3.06 -3.51 0.86
C -1.43 -2.13 -4.94 -0.58
C 0.06 -1.74 -4.85 -0.53
S 0.34 -1.14 -3.19 0.86
H -1.60 -1.28 2.58 0.01
H -4.73 -1.71 4.67 0.10
H -6.54 -2.91 3.58 0.09
H -6.30 -3.77 1.25 0.09
H -4.26 -3.20 -0.07 0.11
H -2.03 -1.21 -5.09 0.08
H -1.68 -2.80 -5.78 0.06
H 0.36 -0.87 -5.44 0.07
H 0.68 -2.63 -5.00 0.07
S 3.58 4.15 -2.58 0.87
C 4.24 2.60 -2.99 -0.49
C 3.73 1.53 -2.33 -0.26
C 2.82 1.98 -1.36 -0.21
C 2.58 3.32 -1.28 -0.51
C 1.68 4.01 -0.41 -0.32
C 1.71 5.43 -0.42 -0.05
C 0.85 6.15 0.39 -0.10
C -0.08 5.45 1.15 -0.10
C -0.11 4.06 1.04 -0.15
N 0.73 3.35 0.26 0.07
H 4.95 2.58 -3.84 0.05
H 3.89 0.50 -2.62 0.07
H 2.38 5.99 -1.08 0.08
H 0.83 7.23 0.45 0.10
H -0.80 5.95 1.78 0.09
H -0.86 3.48 1.55 0.10
I 6.49 -1.28 3.20 0.82
C 4.54 -1.36 2.57 -0.77
C 3.53 -2.10 3.19 -0.20
N 2.36 -1.80 2.63 -0.01
N 2.49 -0.85 1.64 -0.01
C 3.80 -0.67 1.53 -0.18
H 3.58 -2.80 4.02 0.12
H 1.44 -2.23 2.80 0.17
H 4.16 0.04 0.82 0.09
```

Computed properties:
- LUMO: 2.0 eV
- Net charge: -1
- Orbital gap: 5.7 eV
- ΔE to the lowest compared entry with this formula, charge and spin: 0.0 kJ/mol

=====

Number 1: electronic energy -1712.469174 Ha, molecular weight 637.85 g mol⁻¹, maximum force 5.29 eV/Å. Number 2: electronic energy -306.420080 Ha, molecular weight 86.09 g mol⁻¹, maximum force 2.25 eV/Å. Number 3: electronic energy -885.143898 Ha, molecular weight 248.87 g mol⁻¹, maximum force 0.54 eV/Å. Number 4: electronic energy -1098.322542 Ha, molecular weight 328.50 g mol⁻¹, maximum force 3.01 eV/Å. Number 5: electronic energy -939.063477 Ha, molecular weight 278.21 g mol⁻¹, maximum force 3.52 eV/Å. Number 6: electronic energy -3150.365171 Ha, molecular weight 912.14 g mol⁻¹, maximum force 3.30 eV/Å. Number 7: electronic energy -3365.584182 Ha, molecular weight 646.62 g mol⁻¹, maximum force 7.81 eV/Å.